1.
C2H8NSe as an isolated structure, computed with ωB97M-V with the def2-TZVPD basis set.

Each line ends with the Mulliken charge.
CARTESIAN COORDINATES (ANGSTROEM)
C  0.490794  -1.128402  0.562606  -1.00
C  -0.589945  -0.114551  0.368447  -0.28
N  0.423602  1.402667  -0.370604  -0.54
Se  -2.059121  -0.066729  -0.750417  0.29
H  0.300056  -1.846296  1.317395  0.31
H  1.429441  -0.634857  0.711186  0.32
H  0.537100  -1.798420  -0.369218  0.28
H  -0.727741  0.418084  1.320811  0.49
H  0.731430  1.780507  0.518940  0.34
H  -0.368430  1.769556  -0.863885  0.28
H  1.327544  1.301674  -0.833372  0.27
H  -1.494726  -1.083231  -1.611889  0.24

Atomic forces in eV per Å
C -1.20 -1.67 -3.26
C -0.36 -1.62 3.83
N 2.87 1.86 -0.65
Se -0.25 -0.27 0.14
H -0.16 -0.41 1.16
H 0.64 0.17 0.13
H 0.43 0.99 1.01
H -0.83 -0.04 -0.61
H -1.12 0.37 0.09
H 0.69 1.19 -0.15
H -0.72 -0.14 -1.08
H 0.01 -0.45 -0.60

- multiplicity = 3
- energy (a.u.) = -2536.71417
- charge = +1
- expectation value of S² = 2.007
- energy above the lowest of the compared OMol25 structures with the same formula, charge and spin (kJ/mol) = 120.2
- max |F| (eV/A) = 4.2
- HOMO level (spin up / spin down) (eV) = -10.59 / -15.87


2.
A 2-piece molecular cluster, C2H8O2 overall, computed with ωB97M-V with the def2-TZVPD basis set.

Each line ends with the Mulliken charge.
CARTESIAN COORDINATES (ANGSTROEM)
C  2.424873  -19.767475  4.719415  -0.45
O  1.880339  -20.776074  3.902288  -0.50
H  1.697413  -19.226883  5.334565  0.27
H  3.147598  -20.235192  5.397396  0.12
H  2.968652  -18.963352  4.209278  0.26
H  0.923245  -20.750536  3.929692  0.31
C  3.882771  -22.989961  6.961595  -0.41
O  4.186124  -23.351746  8.295423  -0.52
H  3.695935  -23.909268  6.384721  0.25
H  2.962144  -22.414928  6.868974  0.17
H  4.752121  -22.549230  6.477598  0.21
H  3.473854  -23.149453  8.899586  0.30

Atomic forces in eV per Å
C 0.45 0.48 0.97
O 0.01 0.06 -0.33
H -0.20 -0.35 -0.03
H -0.10 0.08 -0.01
H -0.12 -0.39 -0.59
H -0.03 0.13 0.00
C -0.42 -1.24 -0.42
O 0.52 0.08 0.19
H -0.03 0.08 0.09
H 0.26 0.45 0.01
H -0.10 0.51 0.25
H -0.23 0.12 -0.13

- multiplicity = 1
- energy (a.u.) = -231.42787
- structure (SMILES) = CO.CO
- energy above the lowest of the compared OMol25 structures with the same formula, charge and spin (kJ/mol) = 90.4
- max |F| (eV/A) = 1.4
- HOMO level (eV) = -10.22


3.
A 2-piece molecular cluster, C2H8O2P2S overall, computed with ωB97M-V with the def2-TZVPD basis set.

Each line ends with the Mulliken charge.
CARTESIAN COORDINATES (ANGSTROEM)
O  0.808855  -1.942592  -0.709977  -0.33
P  2.187547  -1.173927  -0.432125  0.29
O  1.870450  -0.036754  -1.683078  -0.54
P  1.594920  0.105836  1.296488  -0.19
H  0.054104  -1.395718  -0.996777  0.29
H  2.604637  0.375941  -2.178026  0.31
H  2.826246  0.836977  1.289177  0.07
H  1.898520  -0.731678  2.381054  0.08
C  -2.193270  0.871685  0.716153  -0.83
C  -1.566785  0.393366  -0.527730  -0.29
S  -2.269019  -0.947883  -1.257241  -0.29
H  -2.850971  0.021730  1.049372  0.32
H  -2.737215  1.846563  0.561625  0.27
H  -1.510045  1.007373  1.506735  0.22
H  -0.717974  0.769082  -1.015652  0.63

Atomic forces in eV per Å
O -0.13 -0.69 0.34
P -0.07 0.69 -1.53
O 0.68 0.15 0.68
P -0.22 0.95 -0.30
H 0.08 -0.14 0.06
H -0.29 -0.57 0.66
H -0.25 -0.28 0.13
H 0.32 -0.30 -0.05
C -1.55 -0.15 -0.10
C -2.52 -3.07 -0.75
S 1.11 1.61 0.49
H 0.13 1.31 -0.32
H 0.35 -1.00 0.14
H 1.20 0.46 0.82
H 1.17 1.02 -0.27

- multiplicity = 1
- energy (a.u.) = -1312.34823
- structure (SMILES) = OP(O)#[PH2].CC=S
- energy above the lowest of the compared OMol25 structures with the same formula, charge and spin (kJ/mol) = 34.7
- max |F| (eV/A) = 4.0
- HOMO level (eV) = -8.55


4.
A 3-piece molecular cluster, C2H8O3 overall, computed with ωB97M-V with the def2-TZVPD basis set.

Each line ends with the Mulliken charge.
CARTESIAN COORDINATES (ANGSTROEM)
C  -1.786898  -1.986210  0.795479  -0.80
C  -2.028495  -1.100318  1.781004  0.21
O  -2.027670  0.242799  1.672356  -0.46
H  -1.802071  -3.057177  0.985001  0.23
H  -1.705893  -1.740646  -0.235215  0.22
H  -2.316933  -1.263986  2.841768  0.32
H  -1.683444  0.504492  0.797029  0.28
O  -1.179622  1.759724  -1.551150  -0.61
H  -1.127967  2.550518  -2.108348  0.31
H  -1.758187  1.226444  -2.097761  0.31
O  5.809485  0.465666  -1.571615  -0.63
H  5.682780  0.469270  -2.511894  0.31
H  6.710727  0.139947  -1.532699  0.32

Atomic forces in eV per Å
C -0.62 -0.26 1.67
C -0.23 -0.44 0.21
O 0.34 0.69 -1.03
H -0.06 0.30 0.25
H 0.35 0.62 -0.59
H 0.47 -0.84 -0.94
H -0.21 0.02 0.37
O -0.12 0.39 -0.46
H 0.28 0.06 0.47
H -0.20 -0.54 0.06
O 0.30 -0.09 0.31
H -0.55 0.16 -0.79
H 0.26 -0.07 0.48

- multiplicity = 1
- energy (a.u.) = -306.67466
- structure (SMILES) = C=CO.O.O
- energy above the lowest of the compared OMol25 structures with the same formula, charge and spin (kJ/mol) = 92.5
- max |F| (eV/A) = 1.8
- HOMO level (eV) = -8.78


5.
A 3-piece molecular cluster, C2H8O3 overall, computed with ωB97M-V with the def2-TZVPD basis set.

Each line ends with the Mulliken charge.
CARTESIAN COORDINATES (ANGSTROEM)
C  2.053221  0.442955  0.772583  -0.78
C  2.585366  0.627085  -0.447841  0.12
O  2.662598  1.873602  -0.989255  -0.50
H  1.333850  1.250709  0.937846  0.23
H  2.202556  -0.346330  1.489997  0.28
H  3.119869  -0.097860  -1.041139  0.31
H  3.450058  1.988719  -1.527217  0.35
O  -4.273133  -1.560954  1.185631  -0.63
H  -4.325112  -1.399096  0.251429  0.31
H  -4.682285  -0.781827  1.576110  0.31
O  -1.734972  -0.830372  -0.683439  -0.62
H  -1.111670  -0.995944  -1.393392  0.31
H  -1.280351  -0.170685  -0.131313  0.32

Atomic forces in eV per Å
C -0.72 1.15 -1.60
C 1.34 -0.57 1.18
O -1.06 0.65 -0.25
H 0.55 0.03 1.06
H -0.34 -0.46 -0.56
H 0.33 -0.44 0.27
H -0.14 -0.36 -0.10
O -0.17 0.05 0.73
H 0.20 0.04 -0.75
H 0.02 -0.08 0.07
O 0.19 0.46 0.31
H 0.08 -0.07 -0.15
H -0.29 -0.40 -0.21

- multiplicity = 1
- energy (a.u.) = -306.65904
- structure (SMILES) = C=CO.O.O
- energy above the lowest of the compared OMol25 structures with the same formula, charge and spin (kJ/mol) = 133.6
- max |F| (eV/A) = 2.1
- HOMO level (eV) = -9.14


6.
A 3-piece molecular cluster, C2H8O4 overall, computed with ωB97M-V with the def2-TZVPD basis set.

Each line ends with the Mulliken charge.
CARTESIAN COORDINATES (ANGSTROEM)
C  -0.952700  1.056266  -1.639112  -1.06
C  0.095292  0.407205  -0.809790  0.81
O  0.034088  -0.747826  -0.437046  -0.62
O  1.148861  1.166136  -0.594764  -0.45
H  -1.505065  1.702810  -0.899686  0.24
H  -1.583301  0.355156  -2.097336  0.34
H  -0.745492  1.702479  -2.563484  0.33
H  1.837786  0.752084  -0.027405  0.40
O  2.200178  -0.534035  1.539054  -0.68
H  1.373970  -0.963576  1.759184  0.34
H  2.707135  -1.040080  0.910961  0.33
O  -1.520658  -0.930453  1.683590  -0.59
H  -1.606054  -1.533679  2.345917  0.27
H  -1.484039  -1.392482  0.829918  0.34

Atomic forces in eV per Å
C -0.60 2.67 -0.32
C 0.91 -1.44 -0.93
O -0.23 0.32 -0.22
O 0.82 1.08 0.15
H 0.13 -0.56 -0.93
H -1.10 -1.36 0.17
H 0.83 -0.56 1.78
H -0.88 -0.25 0.09
O 0.62 1.15 0.46
H -0.26 -0.34 -0.46
H -0.20 -0.73 -0.12
O 0.27 2.57 -2.86
H -0.50 -2.74 2.74
H 0.19 0.19 0.45

- multiplicity = 1
- energy (a.u.) = -381.96803
- structure (SMILES) = CC(=O)O.O.O
- energy above the lowest of the compared OMol25 structures with the same formula, charge and spin (kJ/mol) = 78.6
- max |F| (eV/A) = 3.9
- HOMO level (eV) = -10.46